An isolated molecule of C5H9IO2 at a distorted geometry. Source: OMol25; level of theory: the ωB97M-V functional and the def2-TZVPD basis.

Output
LUMO energy, eV: 0.7
HOMO-LUMO gap, eV: 9.18
HOMO, eV: -8.5
Net charge: 0
Relative energy (zero: lowest compared OMol25 entry of this formula, charge and spin), kJ/mol: 138.9
SMILES: CC(C)(O)O/C=C\I

Structure (XYZ):
```
17
Properties=species:S:1:pos:R:3:forces:R:3
C 0.324154 1.808464 -0.216873 -0.4 1.1 4.4
C -0.362700 0.524990 0.265273 -0.4 0.1 -0.2
C -0.838164 0.557433 1.733181 -1.6 0.2 -2.2
O -1.455024 0.147586 -0.543265 -0.5 0.4 0.4
O 0.522000 -0.589717 0.245048 0.6 -0.4 -1.3
C 0.665748 -1.177825 -0.996880 0.9 -2.0 1.6
C 0.929055 -2.495855 -1.094803 -1.1 3.1 3.6
I 1.059179 -3.656290 0.618237 -0.1 -0.1 -0.1
H 0.819564 1.852907 -1.101967 1.3 -0.7 -2.9
H 1.120088 2.078422 0.566848 -1.1 -0.4 -1.0
H -0.360749 2.672703 -0.219424 -0.1 -0.5 0.2
H -1.211756 -0.432569 1.836813 -1.0 -1.0 0.0
H -1.784777 1.248664 1.800644 2.5 -0.8 0.7
H 0.046707 0.401702 2.323550 0.2 1.6 1.0
H -1.406532 0.579667 -1.393132 0.0 0.2 -0.3
H 0.728675 -0.589360 -1.875967 -0.2 0.8 -0.6
H 1.204530 -2.930922 -1.947282 0.9 -1.6 -3.3
```
Positions in Å, forces in eV/Å.

***

A 5-piece molecular cluster, C25H66B2N8O8PS overall at a distorted geometry. Source: OMol25; level of theory: the ωB97M-V functional and the def2-TZVPD basis.

Output
LUMO energy, eV: -3.8
HOMO-LUMO gap, eV: 6.74
HOMO, eV: -10.5
Net charge: +1

Structure (XYZ):
```
111
Properties=species:S:1:pos:R:3:forces:R:3
C 1.503624 3.528006 0.924584 -0.4 1.4 0.2
O 2.028986 2.366634 1.600782 -2.4 -1.2 -0.2
B 0.982673 1.428289 1.920748 0.8 1.3 0.5
O 0.052990 1.687068 2.970447 1.8 -1.2 -1.2
C 0.959390 0.078083 0.972363 -1.2 0.5 2.0
C -0.314463 -0.880663 1.045472 1.9 1.9 0.5
N -0.459886 -1.240734 -0.432422 -3.3 2.3 -0.4
B -1.784183 -1.949086 -0.395882 -1.7 -2.2 -0.2
C -1.791081 -3.441357 0.282256 0.5 0.6 0.1
O -3.015648 -1.412830 -0.856146 2.0 -0.7 0.5
C -0.392301 0.079609 -1.037908 2.4 -1.7 2.2
N -1.123522 0.662955 -1.952220 1.5 -0.1 0.5
C -0.851800 2.052358 -2.447424 -0.5 1.8 0.6
C -2.164533 2.911984 -2.081641 -2.4 -0.8 -0.6
O -3.244924 2.314914 -2.223500 2.5 1.1 0.1
N -2.115799 4.299237 -1.661932 -0.9 -2.1 1.2
C -1.526783 4.320172 -0.254897 0.8 0.3 0.0
C -3.525888 4.791165 -1.489057 -1.0 0.5 -0.1
N 0.812009 0.672722 -0.400650 -0.4 -1.4 -2.2
P 2.271814 0.076394 -1.244175 2.4 1.8 -1.1
S 3.669278 1.430597 -1.295994 -0.6 -0.5 0.1
H 0.543322 3.831561 1.465886 1.1 -0.2 -1.0
H 1.328355 3.357161 -0.190838 0.2 -0.1 1.5
H 2.207302 4.420000 1.001913 -0.6 -1.4 0.1
H 0.021425 0.860333 3.497868 -0.6 0.7 -0.3
H 1.920235 -0.445232 1.268119 -0.9 0.2 -1.2
H -1.159711 -0.164827 1.335557 0.7 -1.5 0.0
H -0.091338 -1.717079 1.763939 -0.7 0.7 -1.1
H -0.828363 -3.609514 0.874842 -1.5 0.0 -0.7
H -2.689335 -3.537159 0.970023 1.2 -0.1 -0.7
H -1.827868 -4.271456 -0.486502 -0.1 1.0 0.7
H -3.718385 -2.080954 -0.710676 0.5 0.6 -0.2
H -1.921579 0.161652 -2.361038 0.1 0.3 0.4
H 0.005497 2.552122 -1.907820 -0.6 -1.1 -0.7
H -0.704319 2.061273 -3.569220 -0.2 -0.1 1.4
H -2.299515 4.677200 0.497968 1.0 -0.5 -1.0
H -1.228244 3.263703 0.022976 -0.1 1.4 0.0
H -0.651708 5.039342 -0.243567 -0.9 -1.1 0.2
H -4.084554 4.168293 -0.711130 0.7 0.7 -1.1
H -3.494235 5.853928 -1.094566 0.2 -1.2 -0.6
H -4.126696 4.781297 -2.447161 0.9 0.0 1.0
H 2.833755 -1.084005 -0.615326 -1.2 0.2 -0.2
H 2.001727 -0.280069 -2.615064 -0.8 -0.2 0.9
C -7.603678 3.578257 -3.831686 0.1 -0.2 -0.1
C -7.148311 4.477323 -2.685483 -0.3 0.1 -0.3
C -8.256883 4.772538 -1.656886 0.2 0.2 0.1
O -9.210126 5.736860 -2.083019 0.1 -0.4 0.1
C -10.239728 5.222201 -2.912082 0.0 0.3 -0.1
N -6.586561 5.715964 -3.244865 0.0 0.0 0.3
H -8.224451 4.105840 -4.557094 0.0 0.0 0.1
H -6.737997 3.192150 -4.375847 0.0 0.1 0.0
H -8.167715 2.721047 -3.455986 0.0 0.0 0.0
H -6.347070 3.945758 -2.159992 -0.1 0.1 0.1
H -7.783732 5.204211 -0.768692 0.0 0.1 -0.1
H -8.755611 3.853490 -1.326691 -0.1 -0.1 -0.1
H -10.519460 4.201542 -2.634918 0.1 0.0 0.0
H -9.937519 5.260613 -3.960570 -0.1 -0.2 0.0
H -11.115717 5.862693 -2.797963 0.1 0.0 0.1
H -6.199652 6.270071 -2.483271 0.0 0.0 -0.1
H -7.369700 6.277811 -3.576962 0.1 -0.1 -0.1
C 5.738365 -4.521685 3.099023 0.2 0.0 0.1
C 5.429242 -3.454994 2.052006 -0.3 -0.3 0.1
C 4.432071 -2.386156 2.539320 0.1 0.1 -0.3
O 3.069853 -2.818341 2.556907 0.2 0.3 0.2
C 2.703701 -3.561553 3.710175 -0.2 -0.1 -0.2
N 4.961235 -4.114194 0.825320 -0.2 0.4 0.0
H 4.926890 -5.241646 3.216662 0.0 0.1 0.0
H 6.625882 -5.088665 2.809467 -0.1 0.1 0.0
H 5.938619 -4.067843 4.072674 0.0 0.0 0.0
H 6.370763 -2.943986 1.826132 -0.1 0.1 0.0
H 4.463967 -1.550245 1.831423 -0.1 0.0 0.0
H 4.723119 -1.977500 3.513830 -0.1 -0.1 0.1
H 3.222163 -3.211366 4.606982 0.1 0.0 -0.1
H 2.895247 -4.624319 3.552555 0.1 0.0 0.2
H 1.629144 -3.440164 3.863211 0.0 0.1 0.0
H 4.846928 -3.409381 0.099254 0.2 -0.1 -0.1
H 4.010024 -4.437213 0.999582 0.2 -0.1 0.0
C -4.146348 -6.467612 1.948262 -0.1 0.1 -0.2
C -2.677756 -6.867756 2.064604 -0.3 0.0 0.3
C -2.463800 -8.231144 2.749165 0.3 0.0 0.0
O -2.607427 -8.204899 4.163161 -0.2 -0.1 -0.4
C -3.947685 -8.284986 4.621697 0.1 0.1 0.3
N -1.945052 -5.796082 2.753600 0.2 -0.1 0.1
H -4.564927 -6.128630 2.896981 0.1 -0.1 0.0
H -4.258812 -5.643126 1.238832 0.0 0.0 0.1
H -4.751250 -7.301349 1.584657 0.0 0.0 0.0
H -2.285177 -6.948648 1.045058 0.1 -0.1 0.1
H -1.429056 -8.538697 2.567458 0.0 0.0 0.1
H -3.099832 -9.007718 2.308749 -0.1 0.1 0.0
H -4.564727 -8.920449 3.979851 0.0 0.1 0.0
H -4.383292 -7.286437 4.697472 -0.2 -0.1 -0.1
H -3.935513 -8.716023 5.623939 0.1 0.0 -0.1
H -0.952812 -6.024158 2.745356 0.0 0.0 -0.1
H -2.195103 -5.846776 3.740917 0.0 0.0 -0.1
C 8.988598 4.468923 -1.205794 0.1 0.1 0.2
C 8.262438 3.145664 -0.978899 0.0 0.2 -0.4
C 8.844394 1.976411 -1.796498 -0.2 -0.2 0.1
O 8.480048 1.983033 -3.171573 0.3 0.0 0.3
C 9.272369 2.830933 -3.986915 -0.3 0.0 -0.2
N 6.831383 3.335619 -1.249672 0.0 -0.3 0.0
H 8.734477 4.927914 -2.162367 0.0 -0.1 0.0
H 8.717962 5.186634 -0.427534 0.0 -0.1 -0.1
H 10.072064 4.332155 -1.167628 0.0 0.0 0.0
H 8.378401 2.893199 0.080519 0.0 -0.1 -0.1
H 8.432588 1.046388 -1.391170 -0.1 0.0 -0.1
H 9.932938 1.908456 -1.684208 0.0 0.1 -0.1
H 10.313820 2.865823 -3.654114 0.0 0.0 0.1
H 8.848995 3.837092 -4.012107 0.2 0.1 0.0
H 9.248762 2.437781 -5.004732 0.0 -0.1 0.1
H 6.338192 2.478357 -1.007067 0.0 0.1 0.1
H 6.722116 3.397904 -2.261505 0.0 0.1 0.1
```
Positions in Å, forces in eV/Å.

***

A 2-piece molecular cluster, C6H12O2 overall. Source: OMol25; level of theory: the ωB97M-V functional and the def2-TZVPD basis.

Output
LUMO energy (spin up / spin down), eV: 0.1 / 0.1
HOMO-LUMO gap (spin up / spin down), eV: 8.03 / 8.03
HOMO (spin up / spin down), eV: -7.9 / -7.9
Net charge: 0
Relative energy (zero: lowest compared OMol25 entry of this formula, charge and spin), kJ/mol: 414.6

Structure (XYZ):
```
20
Properties=species:S:1:pos:R:3:forces:R:3
C 1.879103 -0.208590 0.072430 0.0 0.2 0.1
C -0.366771 2.416021 -0.624867 0.0 0.1 -0.1
C -1.481336 -1.251268 1.292233 0.0 0.0 0.0
C -0.745486 -1.087745 -1.113399 0.0 0.0 0.0
C -0.365856 -0.983820 0.330365 0.1 0.1 -0.1
C 0.929711 -0.894955 0.802788 -0.1 -0.1 0.1
O 0.126384 1.269866 -0.030567 0.1 -0.2 0.0
O 3.024492 0.142695 0.667708 -0.3 -0.1 -0.2
H 3.561575 0.677081 0.071600 0.0 0.0 0.0
H 1.804434 -0.035911 -0.989087 0.0 0.0 0.0
H 1.119096 -0.999540 1.864358 0.0 0.0 0.0
H -1.206894 2.193469 -1.316112 0.0 0.0 0.1
H -0.730300 3.172620 0.094462 0.0 -0.1 0.0
H 0.394083 2.921441 -1.250835 -0.1 0.0 0.1
H -1.598182 -0.442583 -1.329589 0.0 0.0 0.0
H -1.151353 -1.220523 2.329531 0.0 0.0 -0.1
H -2.261219 -0.498802 1.155389 0.1 0.0 0.0
H -1.939805 -2.226448 1.092203 0.1 0.1 0.0
H 0.058388 -0.821986 -1.793242 0.0 0.0 0.0
H -1.050063 -2.121022 -1.325371 0.0 0.1 0.1
```
Positions in Å, forces in eV/Å.

***

A 2-piece molecular cluster, C25H49F2N4O4P2Si overall at a distorted geometry. Source: OMol25; level of theory: the ωB97M-V functional and the def2-TZVPD basis.

Output
LUMO energy, eV: -5.3
HOMO-LUMO gap, eV: 4.85
HOMO, eV: -10.1
Net charge: +1

Structure (XYZ):
```
87
Properties=species:S:1:pos:R:3:forces:R:3
C -2.161881 1.046194 -3.911140 -0.2 -0.8 -0.2
C -0.874216 1.647234 -4.764449 -0.6 -0.5 -0.6
P 0.416836 2.208412 -3.478037 0.4 -1.9 0.4
C 2.185850 2.318376 -4.181433 1.8 0.5 -0.3
C 2.373470 1.747286 -5.705871 1.3 0.6 -0.5
C -0.109083 3.768900 -2.514394 -0.8 -0.3 0.2
P -1.213737 4.988806 -3.554468 1.6 4.7 -1.1
O -0.484573 6.362760 -3.870999 -1.3 -3.8 1.3
C -1.031083 3.397076 -1.179583 -0.2 1.1 0.1
C -0.160327 3.309138 0.215586 -1.1 -0.8 -0.1
C 0.864350 2.047083 0.328870 1.5 -1.5 1.2
F 2.242286 2.350034 -0.211206 -3.7 -0.3 1.4
F 1.093971 1.750207 1.792870 -0.7 1.3 -3.9
C 0.379055 0.646286 -0.348751 0.6 -1.1 -0.4
C 0.374365 -0.660451 0.654967 -0.9 -0.1 -0.7
Si 2.135106 -1.510969 0.815746 -0.1 -1.0 0.6
C 2.902973 -1.932315 -0.929559 0.6 -0.8 -0.8
C 1.758800 -3.249281 1.650172 -0.8 -0.9 0.4
C 3.327563 -0.510720 1.960566 2.7 2.4 2.2
C 3.197131 -0.686594 3.596574 3.7 3.5 -2.0
C 4.222647 0.238873 4.521395 -0.4 0.0 -3.7
C 5.309566 1.295380 3.817566 -2.0 -1.8 -2.5
C 5.445767 1.444897 2.190394 -3.6 -3.1 1.6
C 4.417144 0.514779 1.256294 -0.1 -0.2 4.4
N 0.448262 4.677014 0.420589 0.5 -0.7 -6.2
N 1.376821 4.723729 1.442124 1.6 2.9 1.5
C 0.932186 5.313136 -0.861524 -0.6 -1.6 0.0
N 1.086078 6.704900 -0.907122 0.8 -0.8 0.4
N 1.198193 4.476723 -2.102534 -3.5 2.5 3.1
H -2.503467 0.018211 -4.402748 0.7 2.3 1.0
H -1.829197 0.757687 -2.803595 -0.8 0.8 -2.4
H -3.103064 1.752280 -3.917421 2.0 -1.3 0.1
H -0.406908 0.714901 -5.331933 -0.7 2.2 1.3
H -1.166159 2.445590 -5.568391 0.3 -1.7 1.4
H 2.866463 1.627273 -3.485363 -1.7 1.6 -1.3
H 2.679401 3.401609 -4.090700 -1.2 -2.3 -0.3
H 2.932320 0.696713 -5.676421 -1.6 2.2 -0.2
H 3.135782 2.490101 -6.246264 -1.7 -1.7 1.1
H 1.407172 1.746242 -6.364694 1.9 -0.2 1.4
H -2.449753 5.344268 -2.844995 0.8 -1.0 -0.4
H -1.634267 4.436944 -4.816891 0.2 -0.3 1.0
H -1.751851 4.339136 -1.041936 1.5 -2.0 0.0
H -1.752053 2.483362 -1.360476 1.8 1.8 0.3
H -0.965075 3.172736 1.086895 1.9 0.1 -1.8
H 1.171903 0.389092 -1.203711 -1.8 0.9 1.8
H -0.663060 0.660510 -0.877492 2.0 0.6 1.1
H -0.290690 -1.482803 0.100183 1.3 1.7 1.1
H -0.145141 -0.482802 1.688557 1.1 -0.1 -2.0
H 4.080250 -1.749767 -0.960370 -2.6 -0.1 -0.1
H 2.778903 -3.106476 -1.101713 0.1 2.6 0.4
H 2.328526 -1.388752 -1.799025 1.4 -1.0 1.5
H 2.643572 -3.633897 2.315958 -1.7 0.7 -1.2
H 0.766076 -3.173872 2.307757 2.2 -0.2 -1.2
H 1.522833 -4.071419 0.825747 0.6 1.7 1.7
H 2.411187 -1.433252 4.040674 1.8 1.7 -0.8
H 4.124989 0.144514 5.697103 0.4 0.4 -2.8
H 6.016181 1.978310 4.478972 -1.7 -1.8 -1.4
H 6.185288 2.178239 1.646349 -1.6 -1.6 1.5
H 4.440410 0.587831 0.083257 0.0 -0.2 2.6
H 1.025732 5.335377 2.229483 0.2 -1.0 -1.0
H 2.221111 5.242630 1.070856 -0.9 -1.2 0.9
H 1.945946 7.186102 -0.552212 -1.6 -0.6 -0.4
H 0.259985 7.237373 -1.292906 1.7 -0.8 0.2
H 1.556019 5.059666 -2.895636 -0.6 -0.1 1.0
C -4.237840 -6.156893 -0.232434 0.1 0.3 0.2
O -4.266703 -5.152808 0.770140 0.0 -0.4 0.1
C -5.365915 -5.305713 1.668274 0.4 0.5 0.0
C -4.996725 -4.800003 3.064324 -0.1 -0.5 0.0
O -4.150581 -5.700438 3.794106 0.3 0.3 -0.4
C -2.789298 -5.796327 3.344719 -0.2 0.1 0.3
C -1.956065 -4.549287 3.637917 -0.3 -0.1 -0.3
O -2.280520 -3.501169 2.724281 -0.1 0.3 0.3
C -2.105374 -2.210638 3.288127 0.0 -0.5 -0.2
H -5.100623 -6.055528 -0.897429 0.0 -0.2 -0.1
H -3.320768 -6.033083 -0.815160 -0.1 0.1 0.1
H -4.220893 -7.152998 0.220784 -0.1 -0.1 -0.1
H -5.678977 -6.354371 1.730716 0.1 0.0 0.0
H -6.196342 -4.711736 1.268934 -0.2 -0.1 0.2
H -5.919936 -4.730889 3.650270 0.1 -0.2 0.0
H -4.573014 -3.796651 3.035549 0.1 0.0 -0.2
H -2.746948 -6.079373 2.291440 0.0 0.3 0.0
H -2.358666 -6.630137 3.907955 -0.1 0.1 0.1
H -0.891545 -4.774789 3.523890 0.1 -0.2 0.1
H -2.135646 -4.230826 4.674783 0.0 0.0 -0.1
H -2.695202 -2.107921 4.204547 0.1 0.0 0.1
H -2.461435 -1.471553 2.568217 0.1 -0.1 0.0
H -1.043867 -2.027419 3.496509 -0.1 0.1 0.1
```
Positions in Å, forces in eV/Å.

***

- Which value of net charge does entry 1 give?
  0